Below is 2 unconnected molecules or ions with the total composition C4H12 in a non-equilibrium geometry, with properties calculated with ωB97M-V with the def2-TZVPD basis set.

The geometry in XYZ format:
```
16
Properties=species:S:1:pos:R:3:forces:R:3
C -0.60495 -2.08731 -1.08973 -2.6 -0.2 3.3
C -1.71155 -1.21708 -0.27643 0.1 -1.9 0.0
H -1.21936 -2.63546 -1.90447 0.4 0.0 1.6
H -0.10090 -2.58599 -0.17032 -0.2 0.2 -2.7
H -0.10827 -1.46213 -1.75498 2.1 1.0 -0.7
H -2.55118 -1.88626 0.11459 0.8 1.3 -0.4
H -1.26739 -0.72933 0.62550 0.5 -0.6 0.1
H -2.02790 -0.40051 -0.86650 -1.1 0.5 -1.1
C 0.65902 1.19326 1.04961 0.4 3.2 0.7
C 1.70692 2.08203 0.29167 -0.1 -2.9 -3.3
H 0.66793 1.49727 2.09161 0.1 -0.4 0.3
H 0.79754 0.18237 0.93194 0.5 -2.3 -0.4
H -0.43869 1.40984 0.80938 0.2 0.3 -0.9
H 2.56569 1.84902 0.98746 -0.2 0.5 -0.1
H 1.91227 1.68522 -0.81691 -0.5 0.1 2.4
H 1.72081 3.10505 -0.02244 -0.4 1.2 1.1
```
Forces are in eV/Å.

Computed properties:
Total energy = -159.09644 Ha
Highest occupied orbital energy (alpha / beta) = -16.5404 / -15.1916 eV
Total charge = +1
Energy above the lowest of the compared OMol25 structures with the same formula, charge and spin = 192.7 kJ/mol
F_max = 4.4 eV/Å
Kohn-Sham gap (alpha / beta) = 13.614 / 3.648 eV
Spin multiplicity = 2
<S²> = 0.754

In elementary charge units, the natural (NBO) charges are: C -0.57; C -0.56; H 0.31; H 0.26; H 0.23; H 0.27; H 0.24; H 0.22; C -0.55; C -0.54; H 0.25; H 0.24; H 0.34; H 0.33; H 0.25; H 0.29


Below is a molecular structure, C38H40BCoN8S2 in a non-equilibrium geometry, with properties calculated with ωB97M-V with the def2-TZVPD basis set.

The geometry in XYZ format:
```
90
Properties=species:S:1:pos:R:3:forces:R:3
Co 0.21758 0.95001 -0.32786 0.6 0.1 0.1
C 2.43002 0.64950 2.74611 0.1 0.0 -0.1
C 3.39755 0.72928 1.55065 -0.2 -0.1 -0.1
C 3.58487 -0.56011 0.68703 0.0 0.1 0.2
C 3.03056 1.90663 0.68753 0.1 0.0 0.0
C 3.76353 3.08284 0.51061 0.0 -0.1 0.0
C 3.00861 3.85980 -0.34715 0.1 -0.1 0.1
N 1.90098 3.18247 -0.65982 0.2 0.2 -0.1
N 1.90757 1.98057 -0.03958 -0.6 0.0 -0.1
B 0.72370 3.60062 -1.56294 -0.1 -0.3 0.1
N 0.56573 2.52647 -2.65554 0.0 0.2 -0.2
C 0.58454 2.71571 -3.97924 0.0 -0.1 -0.1
C 0.47965 1.48849 -4.59284 0.0 0.0 0.0
C 0.40479 0.55589 -3.54964 0.1 0.1 -0.2
N 0.44042 1.20349 -2.37542 0.0 -0.2 0.3
C 0.36920 -0.93192 -3.78511 -0.1 0.0 0.2
C 1.02578 -1.76833 -2.69008 0.0 0.1 -0.1
C -1.05215 -1.42247 -4.08532 0.1 0.0 0.0
N -0.54108 3.63221 -0.67638 0.0 0.2 -0.1
C -1.38237 4.64785 -0.45210 -0.1 0.0 0.1
C -2.24647 4.27878 0.55843 -0.1 -0.1 0.0
C -1.86434 2.98007 0.91842 0.1 0.2 0.1
N -0.83336 2.60446 0.15304 -0.2 -0.4 0.0
C -2.40521 2.19539 2.08584 0.1 -0.2 -0.1
C -3.65713 1.38044 1.74717 0.0 0.1 0.0
C -1.33120 1.31094 2.72247 -0.1 0.2 0.0
H 2.67323 -0.18060 3.40867 0.0 0.0 0.0
H 2.50759 1.57405 3.32029 0.0 0.0 0.0
H 1.39795 0.53776 2.42484 0.0 0.0 0.0
H 4.37595 0.97057 1.96666 0.0 0.0 0.0
H 2.90728 -2.46501 0.09892 0.0 0.0 0.0
H 3.48818 -0.28061 -0.36625 0.1 0.0 0.0
H 4.60201 -0.93111 0.79384 0.0 0.0 0.0
H 4.71675 3.31801 0.95280 0.0 0.0 0.0
H 3.19218 4.84288 -0.74908 -0.1 0.0 0.0
H 0.91863 4.67171 -2.05062 0.0 0.0 0.0
H 0.68911 3.70313 -4.39925 0.0 0.0 0.1
H 0.48196 1.27234 -5.64813 0.0 0.0 0.0
H 0.95891 -1.07290 -4.69335 0.0 0.0 0.0
H 0.38473 -1.83488 -1.81399 0.0 0.0 0.0
H 1.18609 -2.78473 -3.05129 0.0 0.0 0.0
H 1.99755 -1.35444 -2.40721 0.0 0.0 0.0
H -1.69061 -1.33499 -3.20461 0.0 0.0 0.0
H -1.50254 -0.84464 -4.89293 0.0 0.0 0.0
H -1.03124 -2.47136 -4.38566 0.0 0.0 0.0
H -1.30282 5.57024 -1.00461 0.1 -0.1 0.0
H -3.03338 4.86460 1.00339 0.0 0.0 0.0
H -2.70437 2.95311 2.81267 0.0 0.0 0.1
H -3.40926 0.52861 1.11587 0.0 0.0 0.0
H -4.10523 0.99731 2.66534 0.0 0.0 0.0
H -4.40394 1.98804 1.23336 0.0 0.0 0.0
H -0.94599 0.59023 1.99366 0.0 -0.1 0.1
H -0.49580 1.90666 3.09283 0.0 0.0 0.0
H -1.74729 0.74425 3.55567 0.0 0.0 0.0
S -6.04970 -1.68379 -1.83614 0.1 0.1 0.0
C -6.91802 -0.55442 -2.77504 0.0 0.0 0.0
C -6.19691 0.57490 -3.00531 0.0 0.0 0.0
C -4.91272 0.52556 -2.40865 0.1 0.0 0.1
C -4.67516 -0.64190 -1.73131 -0.2 0.0 -0.1
C -3.47081 -1.03964 -1.00227 0.1 -0.1 0.1
C -2.33407 -0.20171 -1.02995 0.0 0.0 0.0
N -1.20324 -0.48366 -0.42266 -0.1 0.7 -0.2
C -1.08754 -1.65073 0.27921 0.1 -0.1 0.0
C -2.19314 -2.51214 0.43867 0.1 0.0 0.0
C -2.06002 -3.64266 1.27840 -0.1 -0.1 0.0
C -0.88692 -3.86611 1.93955 0.0 0.0 0.0
C 0.24525 -3.04398 1.74060 -0.1 0.1 -0.2
C 1.48505 -3.19382 2.48441 0.2 0.0 0.2
C 2.62029 -2.54370 2.17045 -0.4 0.0 -0.1
C 2.62729 -1.73375 0.87872 0.2 -0.2 -0.1
N 1.28467 -1.24096 0.60071 -0.4 0.6 0.6
C 0.16106 -1.99120 0.84786 -0.1 -0.2 0.1
C 3.83931 -2.81791 2.93434 0.3 -0.1 0.1
C 4.14190 -4.01326 3.53826 -0.1 0.0 -0.1
C 5.35259 -3.99643 4.26907 0.1 0.0 0.0
C 5.97496 -2.78880 4.21337 0.0 0.0 0.0
S 5.09504 -1.67069 3.27332 -0.1 0.0 0.0
C -3.38026 -2.18499 -0.24239 -0.1 0.2 -0.1
H -7.91821 -0.78914 -3.10490 0.0 0.0 0.0
H -6.56127 1.41452 -3.57896 0.0 0.0 0.0
H -4.20560 1.34063 -2.48029 0.0 0.0 0.0
H -2.36109 0.73542 -1.57218 0.0 0.0 0.0
H -2.90759 -4.30313 1.40905 0.0 0.0 0.0
H -0.79806 -4.70174 2.62356 0.0 0.0 0.0
H 1.45968 -3.83419 3.35840 0.0 0.0 0.0
H 1.26062 -0.64050 -0.20334 0.4 -0.6 -0.7
H 3.52623 -4.89572 3.43227 0.0 0.0 0.0
H 5.75051 -4.84832 4.80135 0.0 0.0 0.0
H 6.90304 -2.49221 4.67655 0.0 0.0 0.0
H -4.23453 -2.84714 -0.15487 0.0 0.0 0.1
```
Forces are in eV/Å.

Computed properties:
Total energy = -4114.03223 Ha
Highest occupied orbital energy (alpha / beta) = -9.9052 / -9.9091 eV
Total charge = +1
Energy above the lowest of the compared OMol25 structures with the same formula, charge and spin = 59.2 kJ/mol
F_max = 1.0 eV/Å
Kohn-Sham gap (alpha / beta) = 6.634 / 6.667 eV
Spin multiplicity = 2
<S²> = 0.982

In elementary charge units, the Mulliken charges are: Co 0.44; C -1.15; C 0.82; C -2.29; C -0.70; C -1.65; C -0.25; N 0.02; N 1.15; B -0.49; N 0.34; C -0.27; C -1.59; C 0.06; N 0.38; C 0.55; C -1.57; C -1.31; N 0.18; C -0.19; C -1.58; C 0.05; N 0.09; C 0.47; C -1.50; C -1.56; H 0.42; H 0.51; H -0.12; H 0.80; H 0.70; H 0.73; H 0.80; H 0.59; H 0.51; H -0.10; H 0.52; H 0.55; H 0.63; H 0.30; H 0.64; H 0.17; H 0.17; H 0.43; H 0.41; H 0.52; H 0.56; H 0.65; H 0.33; H 0.47; H 0.39; H 0.00; H 0.38; H 0.52; S -0.22; C -0.34; C -0.69; C -0.49; C 0.12; C 2.05; C -2.77; N 2.87; C -0.82; C 0.65; C -1.19; C -0.85; C 0.88; C -1.51; C 0.18; C 0.52; N 1.40; C -0.91; C -0.02; C -0.64; C -0.68; C -0.42; S 0.04; C -0.86; H 0.45; H 0.40; H 0.55; H -0.46; H 0.52; H 0.49; H 0.66; H -0.81; H 0.53; H 0.42; H 0.45; H 0.55